Record 1
Computed, not measured: C15H35N6O3PRhS2 as an isolated structure, with wB97M-V/def2-TZVPD.

HOMO-LUMO gap = 7.077 eV
energy relative to the best compared isomer or geometry (same formula, charge and spin) = 2.1333 eV
net charge = +3

Cartesian coordinates (Å):
Rh1 -0.80611 -0.00813 0.88085
C1 -2.39288 0.64509 3.20737
C2 -2.02242 -0.76880 3.56673
N1 -1.54625 -1.43641 2.31828
C3 -0.50898 -2.48441 2.49698
C4 0.80997 -1.92957 3.00348
S1 1.13928 -0.31469 2.22737
C5 0.79732 0.87333 3.56975
C6 -0.18403 1.91348 3.08560
N2 -1.32736 1.28824 2.36481
H1 -2.59357 1.25482 4.09078
H2 -3.29596 0.64469 2.59568
H3 -2.88969 -1.28283 3.98457
H4 -1.23785 -0.83292 4.31599
H5 -2.33500 -1.90091 1.87338
H6 -0.34372 -2.92553 1.51181
H7 -0.87662 -3.28022 3.15171
H8 1.62139 -2.60220 2.72798
H9 0.86996 -1.80238 4.08361
H10 1.74432 1.35572 3.81324
H11 0.48112 0.32401 4.45241
H12 0.29069 2.59362 2.37884
H13 -0.55337 2.51277 3.92181
H14 -1.79882 2.05268 1.88103
C7 -2.84947 -3.13738 -3.16601
C8 -3.10962 -1.75976 -2.69225
N3 -3.95037 -0.91486 -3.18615
N4 -3.85544 0.20321 -2.40226
C9 -2.98064 0.06652 -1.42191
S2 -2.52721 1.13692 -0.17799
N5 -2.48711 -1.18166 -1.58279
N6 -1.47422 -1.69462 -0.76150
H15 -3.36767 -3.28010 -4.11155
H16 -3.23208 -3.87295 -2.45574
H17 -1.78363 -3.31034 -3.32269
H18 -4.43385 1.00737 -2.60920
H19 -1.75206 -2.62364 -0.44731
H20 -0.63781 -1.79805 -1.33700
C10 4.30482 -1.00059 -0.28904
C11 3.10176 -0.85594 -1.17547
O1 2.42224 0.41819 -0.83782
P1 0.88466 0.70087 -0.78143
O2 0.19015 0.61037 -2.18536
C12 0.71020 1.31719 -3.39458
C13 0.97697 0.31987 -4.48483
O3 0.90963 2.24031 -0.37999
C14 2.06230 3.04183 0.06740
C15 2.66685 3.81151 -1.07495
H21 4.81827 -1.92826 -0.54345
H22 4.02468 -1.04206 0.76354
H23 5.00069 -0.17747 -0.44010
H24 2.38291 -1.67011 -1.05217
H25 3.36097 -0.77114 -2.22880
H26 1.59769 1.87621 -3.10172
H27 -0.07403 2.02548 -3.65063
H28 1.78283 -0.36558 -4.22299
H29 1.27425 0.85139 -5.38906
H30 0.08219 -0.25601 -4.71981
H31 2.78116 2.37361 0.54143
H32 1.64071 3.70963 0.81756
H33 3.06596 3.14306 -1.83752
H34 3.49373 4.41636 -0.70096
H35 1.93819 4.48111 -1.52896



Record 2
Computed, not measured: C62H54AsClINOPSb2V as an isolated structure, with wB97M-V/def2-TZVPD.

<S²> = 0.761
HOMO-LUMO gap (spin up / spin down) = 6.719 / 6.287 eV
multiplicity = 2
net charge = +1

Cartesian coordinates (Å):
V1 -0.04848 -0.31684 -0.13782
Cl1 -2.45078 -5.20943 3.75633
C1 -1.54487 -3.84264 3.18976
C2 -1.00496 -2.96351 4.07909
C3 -0.28919 -1.82681 3.63997
I1 0.73527 -0.67377 5.02521
C4 -0.18509 -1.52160 2.30243
O1 0.35958 -0.42822 1.78937
C5 -0.63840 -2.51945 1.38598
N1 -0.30805 -2.28521 0.06272
C6 -0.59769 -3.22961 -0.81917
C7 -1.31346 -4.38899 -0.48927
C8 -1.68752 -4.60285 0.80652
C9 -1.32410 -3.67249 1.80343
H1 -1.12386 -3.14474 5.13866
H2 -0.26233 -3.06840 -1.82985
H3 -1.55023 -5.10152 -1.26893
H4 -2.23208 -5.49607 1.08646
C10 3.69760 -0.02905 -2.01054
C11 3.00026 0.56606 -3.23304
C12 1.85391 -0.29018 -3.78978
Sb1 -0.07390 -0.16693 -2.83562
C13 -1.01503 -1.71845 -3.94994
C14 -2.19606 -2.27068 -3.45119
C15 -2.87008 -3.25815 -4.16054
C16 -2.36216 -3.70549 -5.37410
C17 -1.18674 -3.16205 -5.87687
C18 -0.51571 -2.17002 -5.17029
C19 -0.76755 1.43804 -4.05511
C20 -1.84934 1.25498 -4.91622
C21 -2.20912 2.25623 -5.81163
C22 -1.49227 3.44482 -5.85352
C23 -0.43262 3.64742 -4.97857
C24 -0.07547 2.64942 -4.07875
Sb2 2.54928 0.00216 -0.20021
C25 3.98060 -0.77885 1.12654
C26 5.30881 -0.36211 1.05675
C27 6.24514 -0.89302 1.93415
C28 5.85877 -1.83946 2.87676
C29 4.53725 -2.25703 2.94694
C30 3.59658 -1.72869 2.07169
C31 2.76792 2.08990 0.23358
C32 2.11520 3.01966 -0.57555
C33 2.28863 4.38348 -0.37551
C34 3.07971 4.83631 0.67193
C35 3.70100 3.92102 1.51035
C36 3.55699 2.55596 1.28544
H5 4.61491 0.51568 -1.78473
H6 3.97232 -1.07034 -2.19619
H7 3.74858 0.66473 -4.02457
H8 2.67003 1.58661 -3.02110
H9 2.13759 -1.34529 -3.78849
H10 1.64244 -0.00463 -4.81957
H11 -2.59663 -1.93253 -2.50139
H12 -3.78767 -3.67864 -3.76425
H13 -2.88148 -4.47780 -5.92888
H14 -0.79317 -3.50505 -6.82599
H15 0.39452 -1.75500 -5.58351
H16 -2.39684 0.31890 -4.91654
H17 -3.04011 2.09911 -6.48960
H18 -1.75949 4.21507 -6.56790
H19 0.12527 4.57675 -5.00436
H20 0.77028 2.81886 -3.42140
H21 5.61912 0.38090 0.33117
H22 7.27649 -0.56536 1.88370
H23 6.59254 -2.25174 3.55883
H24 4.23536 -2.99004 3.68568
H25 2.56159 -2.04442 2.14264
H26 1.45251 2.68215 -1.36176
H27 1.80376 5.09556 -1.03448
H28 3.20577 5.89944 0.83713
H29 4.30877 4.26914 2.33725
H30 4.05983 1.85621 1.94125
C37 -2.18541 3.19298 -0.40010
C38 -1.44620 4.43101 0.09837
As1 -2.46647 6.13130 0.22474
C39 -3.55155 6.11971 -1.39418
C40 -4.77840 6.78739 -1.38009
C41 -5.53581 6.91338 -2.53645
C42 -5.06852 6.38534 -3.73143
C43 -3.83353 5.75400 -3.76428
C44 -3.07552 5.62815 -2.60577
C45 -3.77848 5.51013 1.53566
C46 -4.93140 4.78065 1.24865
C47 -5.81135 4.42402 2.26503
C48 -5.54791 4.79076 3.57873
C49 -4.39111 5.49804 3.87805
C50 -3.51374 5.85408 2.86193
P1 -1.54967 1.57786 0.26166
C51 -2.89656 0.42704 -0.24548
C52 -3.21843 -0.68592 0.53548
C53 -4.21729 -1.56983 0.14046
C54 -4.92207 -1.34068 -1.03163
C55 -4.60005 -0.24552 -1.82762
C56 -3.58530 0.62088 -1.45021
C57 -1.78461 1.85078 2.04614
C58 -0.68311 2.37626 2.72554
C59 -0.79544 2.77049 4.04915
C60 -1.99838 2.60362 4.72202
C61 -3.09492 2.07274 4.05688
C62 -2.99734 1.71482 2.71686
H31 -2.15341 3.13832 -1.48758
H32 -3.23451 3.20630 -0.09612
H33 -0.55581 4.63251 -0.49569
H34 -1.11182 4.29780 1.12694
H35 -5.14792 7.21762 -0.45790
H36 -6.48687 7.43184 -2.50436
H37 -5.65666 6.48028 -4.63658
H38 -3.45400 5.36076 -4.69463
H39 -2.09899 5.15685 -2.66356
H40 -5.16052 4.49633 0.22959
H41 -6.70912 3.86593 2.02628
H42 -6.24328 4.52751 4.36708
H43 -4.17828 5.78612 4.90109
H44 -2.62330 6.42508 3.10124
H45 -2.71987 -0.84637 1.48393
H46 -4.46061 -2.41879 0.76862
H47 -5.72189 -2.00938 -1.32531
H48 -5.14009 -0.06460 -2.74969
H49 -3.34904 1.45968 -2.09324
H50 0.27174 2.46571 2.21791
H51 0.06445 3.18755 4.56108
H52 -2.08224 2.88739 5.76551
H53 -4.03993 1.95446 4.57412
H54 -3.88025 1.36176 2.19993



Record 3
Computed, not measured: C32H14Cl88IN2O2 as an isolated structure, with wB97M-V/def2-TZVPD.

HOMO-LUMO gap = 7.880 eV
net charge = +1

Cartesian coordinates (Å):
C1 1.77605 1.89369 -0.75803
O1 2.46983 0.98083 0.08378
C2 1.66814 0.55892 1.19189
C3 0.77744 -0.68231 0.90819
C4 1.54183 -2.04171 0.74082
N1 2.76715 -1.92744 -0.12241
N2 2.44443 -1.67240 -1.38172
C5 3.52738 -1.58047 -2.13493
C6 4.90503 -1.66923 -1.76038
C7 5.18575 -1.92933 -0.38835
C8 3.97430 -2.07180 0.39685
C9 4.25829 -2.40304 1.89953
C10 4.15432 -1.15603 2.82271
O2 4.75046 -0.15760 2.69014
I1 2.73574 -1.28018 4.48106
H1 1.31234 2.75469 -0.23065
H2 2.54413 2.31716 -1.44183
H3 1.02377 1.39319 -1.41954
H4 0.96425 1.41027 1.38062
H5 2.29007 0.48970 2.10833
H6 0.01474 -0.75531 1.72069
H7 0.18656 -0.48050 -0.01652
H8 1.69916 -2.59554 1.68148
H9 0.84601 -2.68324 0.14529
H10 3.32034 -1.40735 -3.22239
H11 5.69420 -1.53882 -2.51487
H12 6.19288 -2.02743 0.03549
H13 5.29112 -2.80527 2.03257
H14 3.58329 -3.24045 2.17607
C11 1.83758 0.96349 -5.11132
Cl1 2.63299 -0.61432 -5.22913
Cl2 0.20029 0.73142 -4.47514
Cl3 2.75919 2.00198 -4.01618
Cl4 1.75713 1.73023 -6.70152
C12 1.11873 -5.35196 5.81585
Cl5 0.68016 -7.00668 6.25427
Cl6 2.02759 -5.36462 4.28719
Cl7 -0.34779 -4.38092 5.62130
Cl8 2.12026 -4.64886 7.09157
C13 -4.47581 -4.79927 5.20270
Cl9 -5.94328 -4.63685 4.22806
Cl10 -3.41954 -3.40586 4.90254
Cl11 -4.90528 -4.85791 6.91781
Cl12 -3.62642 -6.28988 4.75861
C14 -0.25859 -9.48392 2.90508
Cl13 -1.52072 -8.31937 3.34407
Cl14 -0.38092 -10.91372 3.93982
Cl15 -0.47744 -9.94666 1.21273
Cl16 1.33736 -8.74271 3.11249
C15 -2.33321 3.22416 -7.82757
Cl17 -1.51042 4.07341 -9.14352
Cl18 -1.12943 2.61397 -6.66843
Cl19 -3.43147 4.34286 -7.00450
Cl20 -3.25623 1.86483 -8.48712
C16 2.97263 5.61718 0.55778
Cl21 1.67183 6.73397 0.99807
Cl22 2.85863 4.15366 1.55244
Cl23 2.81964 5.18275 -1.15475
Cl24 4.54738 6.38931 0.82859
C17 -0.17474 -3.91210 -5.67574
Cl25 -0.62826 -5.57345 -5.26060
Cl26 0.77379 -3.91813 -7.16959
Cl27 -1.62858 -2.92563 -5.90151
Cl28 0.79135 -3.22528 -4.35459
C18 6.76007 -2.54398 6.48473
Cl29 6.35008 -1.72723 4.96298
Cl30 5.29983 -3.29303 7.14447
Cl31 7.98690 -3.78262 6.18078
Cl32 7.38698 -1.36064 7.63829
C19 1.71813 2.12923 -11.43842
Cl33 0.27473 2.29979 -12.44889
Cl34 2.74786 3.55468 -11.63285
Cl35 1.23319 1.98142 -9.73902
Cl36 2.61343 0.68169 -11.92527
C20 -2.91453 6.03796 -3.19268
Cl37 -4.30288 6.36430 -4.24414
Cl38 -1.89804 4.78608 -3.92446
Cl39 -1.96515 7.52241 -2.98828
Cl40 -3.49387 5.47808 -1.61413
C21 -3.64361 8.85399 1.28396
Cl41 -2.55759 8.59206 2.65955
Cl42 -2.92901 8.14565 -0.17287
Cl43 -5.19934 8.07882 1.61286
Cl44 -3.87234 10.60025 1.03776
C22 1.34418 -3.65049 11.30519
Cl45 2.91683 -4.00008 10.56503
Cl46 1.19609 -4.55440 12.82090
Cl47 1.22021 -1.91582 11.63539
Cl48 0.04862 -4.13557 10.19871
C23 3.50743 -7.18683 15.56591
Cl49 2.67613 -6.01181 14.52670
Cl50 4.88697 -7.87067 14.69140
Cl51 4.08015 -6.37755 17.03317
Cl52 2.38476 -8.48374 16.00599
C24 5.28114 6.35749 -10.70924
Cl53 3.72266 6.72813 -9.95265
Cl54 6.49363 7.52788 -10.16801
Cl55 5.78761 4.72397 -10.24697
Cl56 5.11771 6.44541 -12.47047
C25 -2.44802 1.62430 0.89740
Cl57 -2.87116 -0.06616 1.23350
Cl58 -1.48154 1.70408 -0.58876
Cl59 -3.92404 2.57499 0.70078
Cl60 -1.50678 2.27773 2.24858
C26 2.41306 8.31335 4.54453
Cl61 2.97102 9.88927 5.12605
Cl62 2.35678 7.17059 5.89678
Cl63 0.79363 8.48307 3.84501
Cl64 3.52692 7.70775 3.30626
C27 -7.26659 1.88403 2.78354
Cl65 -7.60456 2.77486 1.28922
Cl66 -8.74554 1.09239 3.34717
Cl67 -6.02317 0.66168 2.47006
Cl68 -6.68726 3.00835 4.02249
C28 -9.36554 -5.13217 2.30494
Cl69 -10.76860 -4.83215 1.26919
Cl70 -8.39437 -6.44624 1.62079
Cl71 -8.37930 -3.66222 2.40396
Cl72 -9.91200 -5.58399 3.92663
C29 -1.00733 -5.90643 -0.02295
Cl73 -1.26992 -7.57010 -0.57095
Cl74 -0.01513 -5.90384 1.44502
Cl75 -0.17278 -4.99028 -1.29723
Cl76 -2.56967 -5.14941 0.31983
C30 -4.80397 -3.77457 -3.30895
Cl77 -5.60836 -2.58794 -4.34856
Cl78 -3.41583 -4.47551 -4.15484
Cl79 -4.22257 -2.97318 -1.83988
Cl80 -5.94668 -5.05779 -2.88211
C31 3.85849 0.98706 -15.60726
Cl81 4.59335 1.20692 -17.20247
Cl82 2.10869 1.23380 -15.72327
Cl83 4.18606 -0.65547 -15.02737
Cl84 4.54482 2.16045 -14.47281
C32 -8.51146 10.60518 1.02103
Cl85 -6.76911 10.86207 0.82816
Cl86 -9.35335 11.11651 -0.45113
Cl87 -8.82466 8.88430 1.31181
Cl88 -9.09990 11.55177 2.39674



Table of calculated total energy (hartree), in record order: -2394.20644, -7284.28892, -42281.72492